No. 1
A molecular structure, C36H57F2N3O8P2S2Si in a non-equilibrium geometry. Source: the OMol25 dataset; level of theory: ωB97M-V/def2-TZVPD.

The geometry in ORCA input format:
```
! RIJCOSX wB97M-V def2-TZVPD def2/J DEFGRID3
* xyz 0 1
C -2.4944 -1.1450 2.1312
Si -1.6912 0.5483 2.3949
C -0.4803 0.3104 3.8417
C -0.7751 1.1293 0.8224
C -1.6804 2.0310 -0.0378
C -1.0636 2.4932 -1.4144
F -1.9705 2.1172 -2.3658
F -1.0890 3.8735 -1.4576
C 0.3344 1.9558 -1.6489
C 1.4449 2.5991 -1.1454
P 1.4560 4.1399 -0.0850
O 1.4720 5.4656 -1.0755
O 0.1647 4.1730 0.9498
C 2.7867 2.1166 -1.3884
C 3.9906 2.8874 -0.8364
C 4.3790 3.9771 -1.8956
O 4.7418 5.1785 -1.2192
C 2.9801 0.9722 -2.1244
C 4.3716 0.4445 -2.4434
C 4.9562 1.1911 -3.6947
C 6.4964 1.3038 -3.5382
S 7.2685 -0.3575 -3.5549
C 1.8442 0.2724 -2.6358
N 2.1235 -0.8590 -3.3610
C 1.0343 -1.4412 -3.7935
C 1.2582 -2.6989 -4.6487
C 1.1704 -4.0444 -3.8381
C 1.0736 -3.8440 -2.3162
S 0.9107 -5.4689 -1.4899
C -0.3064 -0.9814 -3.5167
P -1.8207 -1.8424 -4.1200
N -1.9447 -3.2365 -3.4735
O -1.8466 -1.9040 -5.7604
O -3.0909 -0.9353 -3.6840
N -0.5273 0.0978 -2.8238
C 0.5708 0.7637 -2.3812
C -2.9710 1.8069 2.9948
C -4.3084 1.7923 2.6313
C -5.2232 2.7306 3.0653
C -4.7842 3.7373 3.9077
C -3.4626 3.7386 4.3004
C -2.5413 2.8085 3.8784
H -2.9359 -1.5078 3.0714
H -3.2615 -1.1282 1.3443
H -1.7253 -1.8817 1.8467
H 0.0945 1.2293 4.0162
H 0.2004 -0.5249 3.6123
H -1.0224 0.0093 4.7492
H -0.4624 0.2023 0.3176
H 0.1102 1.6647 1.1855
H -2.6166 1.4889 -0.2398
H -1.9332 2.9375 0.5130
H 2.0853 6.0747 -0.6406
H -0.3553 4.9786 0.7885
H 4.8720 2.2505 -0.7282
H 3.7889 3.3394 0.1352
H 3.5824 4.1095 -2.6443
H 5.2442 3.5787 -2.4496
H 4.7096 5.8752 -1.8873
H 5.0444 0.4849 -1.5810
H 4.3310 -0.6060 -2.7456
H 4.4541 2.1452 -3.8819
H 4.7820 0.5395 -4.5653
H 6.9030 1.9123 -4.3519
H 6.6866 1.7496 -2.5527
H 7.3099 -0.6506 -2.2343
H 2.2937 -2.6310 -5.0124
H 0.6297 -2.6988 -5.5454
H 2.0623 -4.6509 -4.0496
H 0.3241 -4.6164 -4.2274
H 0.1693 -3.2873 -2.0495
H 1.9724 -3.3079 -1.9914
H -0.3896 -5.5416 -1.1259
H -1.9930 -3.9580 -4.1873
H -1.1565 -1.2835 -6.0526
H -3.3041 -0.4070 -4.4726
H -4.6845 1.0079 1.9676
H -6.2706 2.7255 2.7715
H -5.4521 4.5197 4.2644
H -3.1101 4.5240 4.9758
H -1.5018 2.8045 4.1935
C -4.8935 0.1668 -1.2820
C -5.4057 -0.0112 0.1230
O -4.7308 0.2872 1.0855
C -6.7955 -0.5772 0.2846
H -3.8864 0.5794 -1.2509
H -4.8601 -0.7969 -1.7914
H -5.5390 0.8571 -1.8290
H -6.8457 -1.5733 -0.1578
H -7.5234 0.0790 -0.1953
H -7.0345 -0.6512 1.3441
C 4.5681 -7.7515 0.9403
C 4.6805 -7.0953 -0.4141
O 5.1177 -5.9739 -0.5361
C 4.2260 -7.8925 -1.6089
H 4.9293 -7.0650 1.7037
H 3.5255 -7.9948 1.1513
H 5.1749 -8.6583 0.9676
H 3.1681 -8.1412 -1.5107
H 4.8181 -8.8054 -1.6972
H 4.3634 -7.2981 -2.5103
C -2.2872 2.9444 8.7667
C -2.5589 1.7607 7.8696
O -1.8393 1.5002 6.9342
C -3.7683 0.9170 8.1904
H -1.3924 3.4596 8.4223
H -3.1284 3.6390 8.7326
H -2.1264 2.6068 9.7919
H -4.6730 1.5245 8.1312
H -3.6720 0.4911 9.1907
H -3.8429 0.1057 7.4686
*
```

Computed properties:
maximum force	8.16	eV/A
orbital gap	7.0729	eV
HOMO energy	-7.826	eV
LUMO	-0.75	eV
relative energy (zero: lowest compared OMol25 entry of this formula, charge and spin)	2.136	eV
electronic energy	-4140.43883	a.u.

***

No. 2
3 unconnected molecules or ions with the total composition C36H57N5O2 in a non-equilibrium geometry. Source: the OMol25 dataset; level of theory: ωB97M-V/def2-TZVPD.

The geometry in ORCA input format:
```
! RIJCOSX wB97M-V def2-TZVPD def2/J DEFGRID3
* xyz 0 1
C -2.0584 -0.1237 8.1254
C -2.8268 0.8945 7.2908
C -4.1528 1.1470 7.6078
C -4.8890 2.0424 6.8405
C -4.3455 2.7412 5.7717
C -5.2310 3.7070 4.9829
C -4.5061 4.9925 4.4888
C -6.4904 4.1674 5.7908
C -3.0066 2.4837 5.4566
O -2.4463 3.1442 4.3882
C -1.4014 2.4488 3.7511
C -1.1281 2.9946 2.3399
C -2.3497 2.6776 1.5193
N -3.3182 2.3637 0.9517
C -0.7919 4.5206 2.2680
C -0.3576 5.0996 3.5646
N -0.2003 5.6310 4.5884
C 0.4034 4.7313 1.2491
C -0.0389 5.4034 -0.0857
C 0.1157 4.5101 -1.3426
O -0.7060 4.6426 -2.2177
N 1.2238 3.6308 -1.4342
C 1.2416 2.8487 -2.6560
C 0.2499 1.9475 -3.0180
C 0.3387 1.1992 -4.1733
C 1.4442 1.3275 -5.0083
C 2.4232 2.2517 -4.6639
C 2.3291 3.0053 -3.4993
C -2.2710 1.5882 6.2253
H -2.7475 -0.9239 8.4327
H -1.3044 -0.6032 7.4841
H -1.5761 0.3276 9.0019
H -4.6203 0.6467 8.4579
H -5.9313 2.1595 7.1378
H -5.6208 3.1569 4.1074
H -3.6889 5.2938 5.1568
H -4.0284 4.7593 3.5211
H -5.2122 5.8036 4.2717
H -6.8703 5.1102 5.3723
H -6.1720 4.4245 6.8160
H -7.2905 3.4177 5.8000
H -1.5574 1.3592 3.6747
H -0.4891 2.5688 4.3694
H -0.3341 2.3668 1.9092
H -1.6728 5.0193 1.8462
H 0.9828 3.8103 1.1066
H 1.1038 5.4327 1.7290
H -1.0654 5.7898 -0.0568
H 0.5900 6.2844 -0.3013
H 1.2096 2.9447 -0.6830
H -0.6102 1.8260 -2.3536
H -0.4347 0.4750 -4.4287
H 1.5668 0.7333 -5.9122
H 3.2876 2.3471 -5.3229
H 3.1429 3.6925 -3.2690
H -1.2157 1.3843 6.0315
C 2.2854 -2.8748 -4.9729
C 0.7791 -3.0847 -4.9322
N 0.0855 -2.5125 -6.0727
C -1.3576 -2.4524 -5.8964
C -2.1211 -3.7749 -5.7777
C 0.5420 -2.9515 -7.3809
C 0.5081 -4.4528 -7.6881
H 2.5317 -1.8172 -5.0850
H 2.7336 -3.2266 -4.0416
H 2.7541 -3.4302 -5.7872
H 0.4074 -2.6036 -4.0226
H 0.5744 -4.1603 -4.8214
H -1.7899 -1.8676 -6.7136
H -1.5584 -1.8650 -4.9937
H -2.2064 -4.2817 -6.7380
H -3.1388 -3.5790 -5.4320
H -1.6608 -4.4568 -5.0617
H 1.5700 -2.6028 -7.5161
H -0.0237 -2.4196 -8.1511
H 0.9000 -5.0542 -6.8663
H 1.1244 -4.6603 -8.5656
H -0.4987 -4.7976 -7.9195
C 3.4266 -5.6277 -1.9261
C 4.1736 -5.5029 -0.6064
N 4.7723 -4.1955 -0.4055
C 5.7193 -4.1609 0.6981
C 5.1828 -4.4093 2.1114
C 3.8683 -3.0614 -0.4951
C 2.6623 -3.0252 0.4508
H 4.0681 -5.3618 -2.7682
H 3.0963 -6.6580 -2.0685
H 2.5372 -4.9951 -1.9520
H 4.9697 -6.2526 -0.6094
H 3.4920 -5.7758 0.2131
H 6.2444 -3.2014 0.6837
H 6.4938 -4.9076 0.4950
H 4.6277 -3.5525 2.4915
H 6.0186 -4.5731 2.7956
H 4.5434 -5.2913 2.1634
H 3.4932 -3.0067 -1.5214
H 4.4429 -2.1392 -0.3717
H 2.1490 -3.9863 0.5073
H 1.9380 -2.2903 0.0912
H 2.9453 -2.7245 1.4589
*
```

Computed properties:
maximum force	2.16	eV/A
orbital gap	8.2166	eV
HOMO energy	-8.241	eV
LUMO	-0.02	eV
SMILES string	Cc1ccc(C(C)C)c(OC[C@@H](C#N)[C@@H](C#N)CCC(=O)Nc2ccccc2)c1.CCN(CC)CC.CCN(CC)CC
electronic energy	-1830.12714	a.u.

***

No. 3
9 unconnected molecules or ions with the total composition C36H57N9O12 in a non-equilibrium geometry. Source: the OMol25 dataset; level of theory: ωB97M-V/def2-TZVPD.

The geometry in ORCA input format:
```
! RIJCOSX wB97M-V def2-TZVPD def2/J DEFGRID3
* xyz 0 1
C 1.2937 -5.7086 0.7377
C 2.7947 -5.4926 1.0337
C 3.3897 -4.3326 0.3667
C 2.6307 -3.4406 -0.6433
C 1.1237 -3.7336 -0.9063
C 0.5497 -5.0066 -0.1933
N 3.3297 -2.3376 -1.3253
O 2.7567 -1.9846 -2.3773
O 4.2907 -1.8186 -0.7413
H 0.6257 -6.4886 1.1807
H 3.4417 -5.9656 1.7747
H 4.4737 -3.9586 0.4087
H 0.3627 -3.0456 -1.4593
H -0.4383 -5.1076 -0.2753
C -5.2643 -3.6466 2.2397
C -5.7793 -2.5786 3.2217
C -4.8373 -1.5466 3.8097
C -3.3883 -1.6036 3.3007
C -2.8893 -2.8916 2.5927
C -3.9113 -3.9016 2.0477
N -2.4313 -0.5786 3.8197
O -1.2853 -0.6926 3.4757
O -2.9273 0.2304 4.5697
H -5.8393 -4.3286 1.7567
H -6.8443 -2.4606 3.2547
H -5.0293 -0.7496 4.3487
H -1.8073 -2.8776 2.3837
H -3.4333 -4.9046 1.5197
C 4.2237 2.3744 -0.7223
C 3.5417 3.6724 -1.3743
C 3.1737 3.7054 -2.8333
C 3.0697 2.4244 -3.6043
C 3.8157 1.1624 -2.9333
C 4.5127 1.3034 -1.5923
N 2.5817 2.3214 -4.8943
O 2.2227 1.1654 -5.3873
O 2.4277 3.3284 -5.5473
H 4.6027 2.6474 0.2807
H 3.4357 4.5304 -0.8093
H 2.6877 4.5274 -3.3123
H 3.7517 0.1874 -3.3483
H 5.0767 0.3634 -1.4443
C -0.2993 4.6864 5.8027
O 0.3837 5.5324 6.4137
N -0.0013 3.8864 4.8157
C -1.0713 2.8434 4.4247
C 1.2477 3.8984 4.2017
H -1.3723 4.5544 6.0477
H -0.8233 2.0914 3.6547
H -1.9923 3.4864 4.2357
H -1.4993 2.3244 5.3097
H 1.9127 3.1504 4.5497
H 1.6877 4.9634 4.2187
H 1.5037 3.6144 3.0497
C -6.0253 3.2644 0.5817
O -6.0783 4.3674 1.0387
N -5.5133 2.2224 1.1627
C -5.5803 0.8134 0.5977
C -4.9653 2.3504 2.5777
H -6.5323 2.9934 -0.4093
H -5.7343 0.6774 -0.3623
H -6.1293 0.1644 1.1277
H -4.6613 0.2034 0.5967
H -4.3983 1.6554 2.9627
H -5.6053 2.5524 3.4197
H -4.3603 3.1594 2.4397
C 4.9787 -0.7756 3.7837
O 5.3897 -0.0916 4.7027
N 3.7727 -0.6476 3.3027
C 3.2707 -1.3366 2.1847
C 3.0007 0.4864 3.6657
H 5.6297 -1.7226 3.5997
H 2.2117 -1.6556 2.3717
H 3.9227 -2.0626 1.9647
H 3.4037 -0.6786 1.3047
H 3.5547 1.5404 4.0797
H 1.9607 0.2104 4.0917
H 2.5367 1.0254 2.9387
C 1.7897 -3.3266 -4.7813
O 1.6167 -4.2796 -4.1003
N 2.4777 -3.3236 -5.9623
C 2.7117 -2.0526 -6.5513
C 3.0917 -4.5686 -6.4693
H 1.2997 -2.1516 -4.6203
H 2.5657 -2.1136 -7.6733
H 3.6797 -1.7646 -6.4903
H 1.9897 -1.2106 -6.1233
H 2.4437 -5.4976 -6.1813
H 4.0477 -4.8556 -5.9933
H 3.2687 -4.4206 -7.4583
C 0.1177 -0.4336 -1.8403
O -0.4913 -0.9186 -2.7403
N -0.3833 -0.3046 -0.5553
C 0.2167 0.4444 0.4977
C -1.8043 -0.6156 -0.3603
H 1.2157 -0.2166 -1.8613
H 1.1557 -0.0486 1.0687
H -0.5463 0.6294 1.3377
H 0.6207 1.3764 -0.0183
H -2.1763 -0.8766 -1.3343
H -2.3583 0.3254 -0.0493
H -2.0723 -1.4066 0.1807
C -3.0353 1.6364 -3.1713
O -4.2283 1.6804 -2.8513
N -2.4013 2.7504 -2.8403
C -0.8643 2.7634 -3.0313
C -2.8483 4.0404 -2.5233
H -2.4773 0.7164 -3.7423
H -0.5193 1.8934 -3.4993
H -0.2263 2.7924 -2.1183
H -0.5753 3.5504 -3.6823
H -3.4283 4.5134 -3.2483
H -2.1863 4.8214 -2.4503
H -3.4903 3.9414 -1.6123
*
```

Computed properties:
maximum force	10.07	eV/A
orbital gap	7.4216	eV
HOMO energy	-9.106	eV
LUMO	-1.68	eV
SMILES string	O=[N+]([O-])c1ccccc1.O=[N+]([O-])c1ccccc1.O=[N+]([O-])c1ccccc1.CN(C)C=O.CN(C)C=O.CN(C)C=O.CN(C)C=O.CN(C)C=O.CN(C)C=O
relative energy (zero: lowest compared OMol25 entry of this formula, charge and spin)	17.513	eV
electronic energy	-2800.71382	a.u.